No. 1
C4H6N2O | ωB97M-V/def2-TZVPD

Each line ends with the Löwdin charge.
Atoms and positions in Å:
1 C -1.08 -0.99 0.67  -0.01
2 N -1.00 -0.33 -0.48  0.04
3 C 0.11 0.40 -1.06  -0.48
4 H 0.89 -1.48 1.24  0.13
5 C 0.15 -0.71 1.50  -0.20
6 H -0.06 1.43 1.33  0.13
7 N 0.24 0.74 -2.27  0.17
8 H -0.07 -0.83 2.57  0.10
9 H -1.79 -0.39 -1.12  0.12
10 O 1.09 0.67 -0.20  -0.01
11 C 0.71 0.66 1.17  -0.18
12 H -0.53 0.47 -2.87  0.05
13 H 1.61 0.94 1.72  0.13

Values from the calculation:
Gap between HOMO and LUMO   9.3 eV
Spin multiplicity   1
Total charge   0
LUMO level   0.68 eV
Relative energy (zero: lowest compared OMol25 entry of this formula, charge and spin)   276.2 kJ/mol

No. 2
C4H6N2O | ωB97M-V/def2-TZVPD

Each line ends with the Löwdin charge.
Atoms and positions in Å:
1 O -1.71 -0.35 -1.01  -0.10
2 H -2.30 0.48 0.63  0.14
3 C -0.07 1.10 0.65  -0.08
4 N 1.56 -0.09 -0.68  0.03
5 H 1.47 1.73 -1.00  0.10
6 H -0.45 2.13 1.11  0.16
7 N 0.95 -1.06 0.13  -0.07
8 H 1.40 -1.80 0.63  0.09
9 C -0.17 -0.55 1.11  -0.06
10 C -1.31 0.15 0.28  -0.30
11 H -0.80 -0.83 -1.44  0.18
12 H 0.09 -0.82 2.19  0.14
13 C 1.00 0.97 -0.40  -0.23

Values from the calculation:
Gap between HOMO and LUMO   9.7 eV
Spin multiplicity   1
Total charge   0
SMILES string   O[C@@H]1[C@@H]2C=NN[C@H]12
LUMO level   0.89 eV
Relative energy (zero: lowest compared OMol25 entry of this formula, charge and spin)   497.1 kJ/mol

No. 3
C4H6N2O | ωB97M-V/def2-TZVPD

Each line ends with the Löwdin charge.
Atoms and positions in Å:
1 H -1.73 1.95 1.61  0.06
2 H 1.42 -1.48 -0.62  0.15
3 O -1.05 -1.72 0.36  0.07
4 H -1.21 -1.93 -2.67  0.04
5 C -0.59 0.66 0.84  -0.30
6 H 2.51 0.78 -0.37  0.12
7 N -1.72 0.97 1.34  0.18
8 H 0.82 2.46 0.83  0.10
9 N 0.95 -0.69 -0.20  0.09
10 H -1.20 -2.23 -1.99  0.02
11 C -0.33 -0.76 0.33  -0.42
12 C 0.64 1.42 0.58  -0.04
13 C 1.50 0.58 -0.03  -0.08

Values from the calculation:
Gap between HOMO and LUMO   8.8 eV
Spin multiplicity   1
Total charge   0
SMILES string   [H]/N=C1\C=CNC1=O.[H][H]
LUMO level   -0.29 eV
Relative energy (zero: lowest compared OMol25 entry of this formula, charge and spin)   196.5 kJ/mol

Copy entry 2 word for word.
C4H6N2O | ωB97M-V/def2-TZVPD

Each line ends with the Löwdin charge.
Atoms and positions in Å:
1 O -1.71 -0.35 -1.01  -0.10
2 H -2.30 0.48 0.63  0.14
3 C -0.07 1.10 0.65  -0.08
4 N 1.56 -0.09 -0.68  0.03
5 H 1.47 1.73 -1.00  0.10
6 H -0.45 2.13 1.11  0.16
7 N 0.95 -1.06 0.13  -0.07
8 H 1.40 -1.80 0.63  0.09
9 C -0.17 -0.55 1.11  -0.06
10 C -1.31 0.15 0.28  -0.30
11 H -0.80 -0.83 -1.44  0.18
12 H 0.09 -0.82 2.19  0.14
13 C 1.00 0.97 -0.40  -0.23

Values from the calculation:
Gap between HOMO and LUMO   9.7 eV
Spin multiplicity   1
Total charge   0
SMILES string   O[C@@H]1[C@@H]2C=NN[C@H]12
LUMO level   0.89 eV
Relative energy (zero: lowest compared OMol25 entry of this formula, charge and spin)   497.1 kJ/mol

Copy entry 1 word for word.
C4H6N2O | ωB97M-V/def2-TZVPD

Each line ends with the Löwdin charge.
Atoms and positions in Å:
1 C -1.08 -0.99 0.67  -0.01
2 N -1.00 -0.33 -0.48  0.04
3 C 0.11 0.40 -1.06  -0.48
4 H 0.89 -1.48 1.24  0.13
5 C 0.15 -0.71 1.50  -0.20
6 H -0.06 1.43 1.33  0.13
7 N 0.24 0.74 -2.27  0.17
8 H -0.07 -0.83 2.57  0.10
9 H -1.79 -0.39 -1.12  0.12
10 O 1.09 0.67 -0.20  -0.01
11 C 0.71 0.66 1.17  -0.18
12 H -0.53 0.47 -2.87  0.05
13 H 1.61 0.94 1.72  0.13

Values from the calculation:
Gap between HOMO and LUMO   9.3 eV
Spin multiplicity   1
Total charge   0
LUMO level   0.68 eV
Relative energy (zero: lowest compared OMol25 entry of this formula, charge and spin)   276.2 kJ/mol

LUMO level of number 1 (C4H6N2O)?
0.68 eV